# 1
This record from the OMol25 dataset describes a molecular structure, C30H48B3F4MnN7O6Si. The level of theory is ωB97M-V/def2-TZVPD.

```
100
Properties=species:S:1:pos:R:3:mulliken_spin:R:1
Mn 0.297 0.107 0.152 4.0287
C 4.174 -0.304 1.227 0.0213
C 2.699 -0.081 1.084 -0.0382
N 2.134 0.114 -0.103 0.2151
O 2.919 0.204 -1.208 0.0912
B 2.317 0.362 -2.562 0.0171
F 2.479 1.659 -2.984 0.0021
F 2.975 -0.490 -3.397 0.0006
O 0.856 0.001 -2.681 0.0061
N -0.016 0.163 -1.661 -0.0412
C -1.210 0.650 -1.920 0.0615
C -1.637 1.069 -3.286 0.0132
C -2.083 0.671 -0.787 0.1508
N -1.515 0.220 0.316 -0.0184
O -2.262 0.068 1.436 0.0014
B -1.766 0.636 2.751 0.0380
F -2.170 1.953 2.801 -0.0010
F -2.379 -0.086 3.726 0.0006
O -0.305 0.479 2.975 0.0068
N 0.609 0.613 1.947 -0.0015
C 1.836 -0.003 2.189 0.5410
C 2.314 -0.170 3.602 -0.0091
C -3.533 1.022 -0.888 -0.0137
H 4.656 -0.022 0.294 0.0021
H 4.410 -1.346 1.432 -0.0020
H 4.563 0.302 2.040 -0.0027
H -0.756 1.169 -3.916 -0.0030
H -2.161 2.020 -3.243 -0.0022
H -2.297 0.322 -3.727 -0.0011
H 1.470 -0.072 4.281 -0.0001
H 3.040 0.611 3.845 0.0069
H 2.793 -1.134 3.756 0.0066
H -4.033 0.407 -1.635 0.0021
H -3.650 2.065 -1.179 0.0062
H -3.997 0.865 0.083 0.0009
N -2.833 4.196 -0.948 -0.0193
C -1.530 3.763 -0.940 -0.1070
C -1.076 2.979 0.111 0.1865
N 0.201 2.444 0.121 -0.0283
C 1.004 2.890 -0.918 0.1911
C 0.495 3.634 -1.941 0.0174
N -0.771 4.072 -1.998 0.2401
H -3.289 4.231 -0.048 -0.0005
H -3.020 4.977 -1.557 0.0013
H -1.678 2.840 0.993 0.0460
H 2.047 2.628 -0.868 0.0289
H 1.130 3.917 -2.766 0.0011
C 2.835 -2.914 -1.068 0.0137
C 1.428 -3.481 -1.262 -0.0317
C 1.523 -4.991 -1.018 -0.0027
C 1.051 -3.266 -2.727 -0.0163
Si 0.039 -2.607 -0.006 -0.4748
C -1.818 -3.164 -0.687 -0.0659
C -2.894 -2.938 0.380 -0.0064
C -2.233 -2.376 -1.936 0.0121
C -1.869 -4.650 -1.058 0.0000
C 0.288 -3.409 1.872 -0.0669
C 1.771 -3.408 2.253 -0.0117
C -0.202 -4.856 1.957 -0.0021
C -0.478 -2.622 2.935 0.0246
H 3.548 -3.543 -1.600 0.0012
H 3.131 -2.880 -0.025 0.0025
H 2.915 -1.924 -1.495 0.0001
H 2.151 -5.420 -1.798 -0.0043
H 0.563 -5.489 -1.063 0.0013
H 1.992 -5.212 -0.066 0.0015
H 1.845 -3.663 -3.357 0.0013
H 0.960 -2.211 -2.965 0.0007
H 0.133 -3.781 -2.988 0.0000
H -2.863 -1.940 0.800 -0.0001
H -2.806 -3.651 1.192 0.0007
H -3.876 -3.076 -0.069 0.0000
H -2.609 -1.404 -1.650 0.0024
H -3.035 -2.907 -2.445 0.0012
H -1.417 -2.241 -2.636 -0.0049
H -1.536 -5.291 -0.252 0.0011
H -1.286 -4.867 -1.946 -0.0001
H -2.903 -4.912 -1.279 -0.0019
H 2.325 -4.159 1.698 -0.0018
H 1.870 -3.636 3.314 0.0041
H 2.219 -2.438 2.069 0.0097
H 0.260 -5.499 1.219 0.0012
H -1.279 -4.922 1.862 0.0013
H 0.059 -5.243 2.942 -0.0038
H -0.100 -1.614 3.044 0.0115
H -0.369 -3.116 3.900 0.0004
H -1.537 -2.554 2.717 0.0041
O 2.311 2.451 1.416 -0.0025
B 0.875 2.224 1.494 -0.0600
O 0.394 3.059 2.572 0.0099
C 1.483 3.503 3.234 -0.0068
C 1.573 4.192 4.426 0.0029
C 2.846 4.480 4.902 -0.0017
C 3.991 4.108 4.208 0.0016
C 3.908 3.420 3.005 -0.0076
C 2.646 3.129 2.536 0.0189
H 0.691 4.482 4.970 0.0001
H 2.937 4.998 5.844 -0.0001
H 4.963 4.356 4.608 0.0002
H 4.777 3.109 2.450 0.0000
```

Multiplicity ... 6
HOMO (spin up / spin down) ... -6.913 / -8.226 eV
Gap between HOMO and LUMO (spin up / spin down) ... 5.185 / 6.024 eV

# 2
This record from the OMol25 dataset describes a gas-phase ion, C3H7BrN4 (charge +2). The level of theory is ωB97M-V/def2-TZVPD.

```
15
Properties=species:S:1:pos:R:3:lowdin_charge:R:1
C -1.534 0.165 -0.122 0.1203
C 0.795 -0.939 0.004 -0.4811
C -0.374 2.236 0.162 0.2866
N 1.475 0.203 -0.137 -0.4228
N -1.425 1.528 -0.010 0.1271
N -0.572 -0.806 -0.089 0.2056
N 1.217 -2.230 0.150 0.1985
Br 3.327 0.231 -0.196 0.8718
H -2.512 -0.326 -0.265 0.1985
H -0.425 3.391 0.280 0.2018
H 0.556 1.660 0.018 0.0561
H -2.330 1.937 -0.129 0.1913
H -0.933 -1.720 0.080 0.1672
H 2.190 -2.408 0.447 0.1353
H 0.545 -2.922 -0.194 0.1437
```

Multiplicity ... 1
Relative energy (zero: lowest compared OMol25 entry of this formula, charge and spin) ... 346.5 kJ/mol
HOMO (spin up / spin down) ... -17.470 / -17.347 eV
Net charge ... +2
SMILES string ... C=[NH+]/C=[NH+]\C(N)=N\Br
Gap between HOMO and LUMO (spin up / spin down) ... 5.836 / 5.600 eV

# 3
This record from the OMol25 dataset describes 2 unconnected molecules or ions with the total composition C2H2F2N6O2. The level of theory is ωB97M-V/def2-TZVPD.

```
14
Properties=species:S:1:pos:R:3:lowdin_charge:R:1
C -0.785 0.064 1.376 -0.3307
C 1.655 0.687 -0.826 0.0798
N -1.001 1.369 1.159 0.1050
N 0.214 -0.430 0.676 0.2266
N -0.161 1.774 0.311 0.1039
N 0.609 0.657 0.007 -0.2206
N 0.512 -0.587 -2.897 0.0631
N -1.553 -0.639 2.287 -0.3322
O -1.956 0.080 3.219 0.0901
O -1.763 -1.825 2.109 0.1141
F -0.740 -0.704 -2.521 -0.0041
F 1.019 -1.829 -2.606 -0.0494
H 2.044 -0.250 -0.910 0.0351
H 1.906 1.632 -1.383 0.1193
```

Multiplicity ... 1
Relative energy (zero: lowest compared OMol25 entry of this formula, charge and spin) ... 147.8 kJ/mol
HOMO (spin up / spin down) ... -9.051 / -11.378 eV
Gap between HOMO and LUMO (spin up / spin down) ... 7.638 / 9.479 eV

# 4
This record from the OMol25 dataset describes 7 unconnected molecules or ions with the total composition C24H30FN6. The level of theory is ωB97M-V/def2-TZVPD.

```
61
Properties=species:S:1:pos:R:3:lowdin_charge:R:1
F 18.557 4.839 20.379 -0.4872
N 18.647 2.261 21.671 0.0172
C 17.881 1.147 21.438 -0.1237
C 18.302 0.183 22.332 -0.1322
C 19.357 0.718 23.090 -0.1296
C 19.550 2.012 22.658 -0.1481
H 18.557 3.125 21.145 0.0795
H 17.219 1.138 20.588 0.0942
H 17.943 -0.832 22.405 0.0808
H 19.916 0.241 23.878 0.0813
H 20.235 2.784 22.964 0.0934
N 17.627 3.050 18.427 0.0270
C 16.282 2.829 18.349 -0.1620
C 16.019 1.990 17.306 -0.1228
C 17.262 1.778 16.636 -0.1247
C 18.234 2.359 17.405 -0.1398
H 18.096 3.643 19.107 0.0772
H 15.606 3.294 19.050 0.0928
H 15.076 1.602 16.959 0.0812
H 17.381 1.179 15.747 0.0798
H 19.305 2.421 17.292 0.1006
N 16.173 6.488 20.040 0.0135
C 14.859 6.182 19.861 -0.1608
C 14.242 7.272 19.302 -0.1241
C 15.243 8.259 19.129 -0.1258
C 16.427 7.775 19.649 -0.1189
H 16.854 5.893 20.497 0.0872
H 14.502 5.217 20.182 0.0973
H 13.205 7.438 19.062 0.0809
H 15.130 9.202 18.616 0.0814
H 17.402 8.218 19.753 0.0962
N 17.786 5.298 23.141 0.0157
C 16.618 5.901 23.520 -0.1453
C 16.744 6.287 24.839 -0.1211
C 18.041 5.929 25.242 -0.1305
C 18.674 5.319 24.183 -0.1383
H 18.024 5.033 22.189 0.0787
H 15.830 5.999 22.791 0.0949
H 15.930 6.659 25.438 0.0829
H 18.462 5.987 26.234 0.0840
H 19.646 4.870 24.088 0.0956
N 19.746 7.429 20.976 0.0147
C 19.286 8.173 22.031 -0.1397
C 20.148 9.238 22.170 -0.1266
C 21.083 9.182 21.110 -0.1256
C 20.857 8.006 20.425 -0.1305
H 19.380 6.509 20.749 0.0833
H 18.426 7.837 22.586 0.0932
H 20.020 10.029 22.893 0.0814
H 21.878 9.887 20.931 0.0785
H 21.329 7.512 19.591 0.0932
N 20.865 4.895 18.870 0.0133
C 22.088 4.629 19.405 -0.1518
C 23.061 4.931 18.475 -0.1251
C 22.378 5.269 17.289 -0.1345
C 21.028 5.242 17.558 -0.1517
H 19.970 4.867 19.358 0.0758
H 22.159 4.354 20.446 0.1060
H 24.116 4.940 18.693 0.0807
H 22.794 5.492 16.318 0.0809
H 20.208 5.482 16.903 0.1062
```

Multiplicity ... 1
Relative energy (zero: lowest compared OMol25 entry of this formula, charge and spin) ... 25.0 kJ/mol
HOMO ... -5.460 eV
Net charge ... -1
Gap between HOMO and LUMO ... 8.570 eV

Number 1: total energy -106707.476 eV, M 794.21 g mol⁻¹. Number 2: total energy -79205.778 eV, M 179.02 g mol⁻¹. Number 3: total energy -20565.908 eV, M 180.07 g mol⁻¹. Number 4: total energy -37035.474 eV, M 421.54 g mol⁻¹.